[1]
Density functional theory data (wB97M-V/def2-TZVPD) for C4H8ClOP in the gas phase at a distorted geometry.

Structure (XYZ):
```
15
Properties=species:S:1:pos:R:3
C -1.470 0.206 0.583
H 0.756 -0.706 1.448
H -2.516 0.209 0.424
P 0.825 -1.559 0.368
H -0.797 1.763 -0.919
H -1.586 -2.064 0.423
Cl 2.736 0.650 0.707
C -0.881 1.502 0.127
O 1.919 -0.110 -1.797
C 1.630 -0.045 -0.493
H -1.000 -0.924 -1.173
H -0.168 1.978 0.767
C -0.971 -1.145 -0.026
H 2.813 0.012 -2.058
H -1.290 0.231 1.620
```

## Properties
Energy above the lowest of the compared OMol25 structures with the same formula, charge and spin   5.726 eV
HOMO-LUMO gap (alpha / beta)   7.92 / 8.35 eV
HOMO energy (alpha / beta)   -7.50 / -8.18 eV
Energy   -1033.82447 Ha

Results of the natural (NBO) charge analysis, in e, for atoms 1 through 8: atom 1 (C): -0.495, atom 2 (H): -0.040, atom 3 (H): 0.218, atom 4 (P): 0.526, atom 5 (H): 0.168, atom 6 (H): 0.237, atom 7 (Cl): -0.064, atom 8 (C): -0.277

***

[2]
Density functional theory data (wB97M-V/def2-TZVPD) for a molecular structure, C4H8ClP at a distorted geometry.

Structure (XYZ):
```
14
Properties=species:S:1:pos:R:3
H -1.875 1.020 -0.528
H 0.630 -1.738 0.456
H -2.662 -0.283 0.258
H 2.689 1.293 -1.425
H -0.413 -1.777 -1.102
C -1.971 0.512 0.378
C 0.417 0.217 -0.283
H 0.006 0.889 -0.997
H -2.325 1.212 1.069
C -0.672 -0.156 0.727
P 2.753 0.929 0.052
C -0.014 -1.237 -0.191
Cl 3.916 -0.685 -0.153
H -0.479 -0.196 1.740
```

## Properties
Energy above the lowest of the compared OMol25 structures with the same formula, charge and spin   1.816 eV
HOMO-LUMO gap   8.96 eV
HOMO energy   -8.52 eV
Energy   -958.64058 Ha

Results of the natural (NBO) charge analysis, in e, for atoms 1 through 8: atom 1 (H): 0.199, atom 2 (H): 0.220, atom 3 (H): 0.211, atom 4 (H): -0.031, atom 5 (H): 0.226, atom 6 (C): -0.606, atom 7 (C): -0.273, atom 8 (H): 0.190

***

[3]
Density functional theory data (wB97M-V/def2-TZVPD) for C4H8F2 in the gas phase at a distorted geometry.

Structure (XYZ):
```
14
Properties=species:S:1:pos:R:3
C 1.414 -0.626 -0.326
H 2.446 -0.461 -0.600
F -1.173 1.429 1.246
H -1.472 0.766 -1.298
H 1.343 -1.505 0.345
H 0.904 -0.803 -1.261
F -0.755 -0.722 1.531
H 1.335 0.781 1.347
H -2.506 -0.181 -0.218
C -1.497 -0.038 -0.559
H -1.169 -0.978 -0.962
C -0.651 0.322 0.658
C 0.806 0.568 0.367
H 0.974 1.447 -0.269
```

## Properties
Energy above the lowest of the compared OMol25 structures with the same formula, charge and spin   0.000 eV
HOMO-LUMO gap   12.57 eV
HOMO energy   -11.52 eV
SMILES   CCC(C)(F)F
Energy   -356.95353 Ha

Results of the natural (NBO) charge analysis, in e, for atoms 1 through 8: atom 1 (C): -0.612, atom 2 (H): 0.216, atom 3 (F): -0.347, atom 4 (H): 0.221, atom 5 (H): 0.218, atom 6 (H): 0.203, atom 7 (F): -0.355, atom 8 (H): 0.222

***

[4]
Density functional theory data (wB97M-V/def2-TZVPD) for C4H8F2P4 in the gas phase at a distorted geometry.

Structure (XYZ):
```
18
Properties=species:S:1:pos:R:3
H 2.281 -2.378 0.472
P -0.436 1.011 -0.137
P 2.256 0.105 0.540
H 0.255 -0.289 1.824
H 0.210 -1.308 0.312
C -2.936 2.430 0.811
H -2.418 3.242 0.396
C 2.880 -1.517 0.930
F -1.920 -0.767 -3.743
H -0.129 -0.804 -1.731
H 4.002 -1.649 0.770
P -2.369 0.880 0.859
P -2.126 0.371 -2.551
H -4.068 2.523 1.055
C -0.825 -0.089 -1.578
F 2.224 -0.002 -1.093
C 0.493 -0.283 0.813
H 2.625 -1.475 2.052
```

## Properties
Energy above the lowest of the compared OMol25 structures with the same formula, charge and spin   0.000 eV
HOMO-LUMO gap   8.20 eV
HOMO energy   -8.40 eV
SMILES   C=P#P(/C=P/F)CP(C)F
Energy   -1722.31502 Ha

Results of the natural (NBO) charge analysis, in e, for atoms 1 through 8: atom 1 (H): 0.239, atom 2 (P): 0.486, atom 3 (P): 1.200, atom 4 (H): 0.250, atom 5 (H): 0.240, atom 6 (C): -0.822, atom 7 (H): 0.215, atom 8 (C): -1.015

***

[5]
Density functional theory data (wB97M-V/def2-TZVPD) for C4H8F3N in the gas phase.

Structure (XYZ):
```
16
Properties=species:S:1:pos:R:3
H -0.517 2.308 0.604
H 1.390 -1.785 -0.555
C -1.217 -0.867 -0.199
N -0.449 0.239 0.351
C -1.121 1.520 0.160
F 2.991 -0.857 0.159
F 1.542 1.257 0.643
H -2.244 -0.755 0.141
H -2.078 1.478 0.675
H -1.286 1.745 -0.899
H -1.209 -0.878 -1.295
C 0.907 0.268 -0.031
H 1.405 -1.421 1.220
H -0.834 -1.812 0.177
C 1.645 -1.055 0.218
F 1.075 0.618 -1.369
```

## Properties
Energy above the lowest of the compared OMol25 structures with the same formula, charge and spin   0.519 eV
HOMO-LUMO gap   10.63 eV
HOMO energy   -9.74 eV
SMILES   CN(C)C(F)(F)CF
Energy   -511.55863 Ha

Results of the natural (NBO) charge analysis, in e, for atoms 1 through 8: atom 1 (H): 0.225, atom 2 (H): 0.179, atom 3 (C): -0.420, atom 4 (N): -0.466, atom 5 (C): -0.422, atom 6 (F): -0.339, atom 7 (F): -0.329, atom 8 (H): 0.212

***

[6]
Density functional theory data (wB97M-V/def2-TZVPD) for 2 unconnected molecules or ions with the total composition C4H8F3O at a distorted geometry.

Structure (XYZ):
```
16
Properties=species:S:1:pos:R:3
H -0.637 -0.391 0.636
F -2.500 1.631 0.418
C -1.182 1.776 0.553
H 0.127 -1.570 -2.227
C -0.444 -1.819 -1.330
F -0.917 1.924 1.853
H 2.768 0.287 0.868
H 1.977 -1.248 0.383
H 1.312 -0.291 1.739
C -0.338 0.262 -0.204
H -0.645 0.565 -1.217
H -0.006 -2.486 -0.583
O 1.037 0.526 -0.159
H -1.532 -1.847 -1.427
C 1.805 -0.224 0.756
F -0.824 2.904 -0.059
```

## Properties
Spin multiplicity   2
Energy above the lowest of the compared OMol25 structures with the same formula, charge and spin   1.247 eV
HOMO-LUMO gap (alpha / beta)   9.11 / 9.42 eV
HOMO energy (alpha / beta)   -8.29 / -9.56 eV
Energy   -531.88907 Ha
<S²>   0.76

Results of the natural (NBO) charge analysis, in e, for atoms 1 through 8: atom 1 (H): 0.230, atom 2 (F): -0.343, atom 3 (C): 0.917, atom 4 (H): 0.184, atom 5 (C): -0.541, atom 6 (F): -0.341, atom 7 (H): 0.204, atom 8 (H): 0.171

***

[7]
Density functional theory data (wB97M-V/def2-TZVPD) for a molecular structure, C4H8FMnNO6S2 at a distorted geometry.

Structure (XYZ):
```
23
Properties=species:S:1:pos:R:3
C 1.446 2.692 -0.072
O 2.078 -2.007 -1.000
Mn -1.851 4.160 1.940
N -0.783 0.800 0.100
C -0.079 -0.211 -0.750
O -2.971 1.139 1.440
H -0.021 -4.260 -0.450
H -0.295 -3.576 -2.095
S 0.284 1.773 0.971
H 0.841 0.237 -1.193
C 0.447 -3.672 -1.270
O -0.617 2.782 1.703
O 0.144 -1.403 -0.054
F -2.686 -0.942 0.185
S -1.995 0.134 1.117
O 1.000 1.093 1.981
H 0.881 3.316 -0.799
H 1.957 3.405 0.621
H -0.764 -0.418 -1.610
C 0.960 -2.299 -0.785
H 1.293 -4.262 -1.665
H 2.199 2.041 -0.559
O -1.466 -0.521 2.246
```

## Properties
Spin multiplicity   6
HOMO-LUMO gap (alpha / beta)   4.83 / 4.69 eV
HOMO energy (alpha / beta)   -16.22 / -16.22 eV
Energy   -2709.84510 Ha
Total charge   +2
<S²>   8.75

Results of the natural (NBO) charge analysis, in e, for atoms 1 through 8: atom 1 (C): -0.841, atom 2 (O): -0.497, atom 3 (Mn): 1.838, atom 4 (N): -0.890, atom 5 (C): 0.062, atom 6 (O): -0.918, atom 7 (H): 0.261, atom 8 (H): 0.252

***

[8]
Density functional theory data (wB97M-V/def2-TZVPD) for 2 unconnected molecules or ions with the total composition C4H8FN2 at a distorted geometry.

Structure (XYZ):
```
15
Properties=species:S:1:pos:R:3
H -1.974 -1.097 -1.566
F -1.069 1.725 0.234
C 1.627 0.264 -0.248
H -2.991 0.235 -1.330
H 2.112 2.044 -0.818
C -1.216 0.421 -0.126
H -1.117 -1.579 0.701
H 3.250 1.477 0.255
C -2.197 -0.284 -0.922
N 1.722 -0.776 0.581
H -2.350 -0.506 1.404
H 2.560 -0.979 1.147
N 2.357 1.312 -0.269
H 1.048 -1.543 0.392
C -1.761 -0.713 0.565
```

## Properties
Spin multiplicity   3
Energy above the lowest of the compared OMol25 structures with the same formula, charge and spin   1.351 eV
HOMO-LUMO gap (alpha / beta)   7.47 / 7.51 eV
HOMO energy (alpha / beta)   -11.32 / -14.77 eV
Energy   -366.11082 Ha
Total charge   +1
<S²>   2.01

Results of the natural (NBO) charge analysis, in e, for atoms 1 through 8: atom 1 (H): 0.239, atom 2 (F): -0.312, atom 3 (C): 0.773, atom 4 (H): 0.249, atom 5 (H): 0.437, atom 6 (C): 0.335, atom 7 (H): 0.204, atom 8 (H): 0.446

***

energy of number 4 (C4H8F2P4)?
-1722.31502 Ha